An isolated ion of composition C3H11BNO2 and charge +1, computed with ωB97M-V/def2-TZVPD.

- Charge: +1
- Gap between HOMO and LUMO (spin up / spin down): 5.747 / 6.167 eV
- Multiplicity: 3

Last column: Mulliken charge in e.
Positions of all 18 atoms, in Å:
B1 -1.62 0.51 0.05  0.623
C1 -0.74 -1.70 -0.50  -1.201
C2 1.65 1.34 0.34  -0.939
C3 -0.45 -0.51 0.32  0.029
N1 1.16 0.03 -0.14  -0.407
O1 -2.76 -0.04 0.57  -0.488
O2 -1.45 1.65 -0.64  -0.445
H1 0.07 -2.45 -0.40  0.380
H2 -0.52 -1.36 -1.51  0.462
H3 -1.81 -2.16 -0.51  0.273
H4 1.32 2.15 -0.13  0.357
H5 1.46 1.48 1.37  0.375
H6 2.81 1.33 0.27  0.311
H7 -0.36 -0.75 1.43  0.276
H8 1.03 -0.09 -1.14  0.372
H9 1.77 -0.73 -0.06  0.358
H10 -3.67 0.07 0.38  0.329
H11 -2.20 2.24 -0.59  0.335

---

One molecule with the formula C3H11ClN2Si, computed with ωB97M-V/def2-TZVPD.

- Charge: 0
- Gap between HOMO and LUMO: 9.504 eV
- SMILES string: CC[Si@](N)(Cl)NC

Last column: Mulliken charge in e.
Positions of all 18 atoms, in Å:
C1 -0.72 -0.73 -2.08  -1.022
C2 2.31 0.81 1.19  -0.805
C3 -1.56 0.06 -1.04  -0.561
N1 -0.56 -1.29 1.52  -0.516
N2 1.26 0.63 0.16  -0.464
Si1 -0.60 0.18 0.66  0.519
Cl1 -1.45 1.65 1.78  -0.307
H1 0.18 -0.23 -1.82  0.365
H2 -0.52 -1.81 -2.18  0.284
H3 -0.98 -0.40 -3.03  0.364
H4 2.33 -0.20 1.60  0.288
H5 3.08 1.12 0.55  0.372
H6 1.99 1.62 1.93  0.193
H7 -2.47 -0.45 -0.60  0.221
H8 -1.75 0.93 -1.58  0.375
H9 -1.15 -1.43 2.41  0.239
H10 -0.45 -2.07 0.81  0.245
H11 1.07 1.61 -0.27  0.212

---

C3H11ClOSi2 as an isolated structure, computed with ωB97M-V/def2-TZVPD.

- Charge: 0
- Gap between HOMO and LUMO: 11.340 eV

Last column: Mulliken charge in e.
Positions of all 18 atoms, in Å:
Si1 2.89 -0.26 0.54  0.501
O1 2.31 1.25 0.06  -0.254
Si2 0.92 1.13 -0.88  0.394
C1 -0.61 0.82 0.18  -0.751
C2 -1.52 -0.22 -0.48  -0.621
C3 -2.51 -0.85 0.47  -0.560
Cl1 -1.97 -2.48 0.99  -0.218
H1 3.58 -0.88 -0.60  -0.123
H2 3.78 -0.02 1.69  -0.135
H3 1.73 -1.09 0.91  -0.116
H4 1.13 -0.06 -1.75  -0.116
H5 0.82 2.37 -1.66  -0.190
H6 -0.32 0.50 1.17  0.397
H7 -1.12 1.78 0.25  0.394
H8 -2.07 0.24 -1.30  0.279
H9 -0.90 -0.98 -0.94  0.430
H10 -3.47 -1.00 0.00  0.339
H11 -2.67 -0.25 1.35  0.351

---

C3H11GaLiPS2 as an isolated structure, computed with ωB97M-V/def2-TZVPD.

- Charge: 0
- Gap between HOMO and LUMO: 3.919 eV

Last column: Mulliken charge in e.
Positions of all 19 atoms, in Å:
C1 1.70 -0.34 0.90  -0.857
C2 1.54 0.47 -0.46  -0.455
S1 0.60 -0.38 -1.77  -0.112
C3 -0.55 -1.55 -0.97  -0.912
Ga1 -2.19 -0.71 -0.02  0.365
P1 -1.81 1.60 0.40  0.013
S2 -1.65 2.55 -1.33  -0.476
H1 2.80 -0.59 1.04  0.185
H2 1.14 -1.27 0.95  0.224
H3 1.45 0.34 1.72  0.356
H4 1.07 1.44 -0.26  0.497
H5 2.56 0.66 -0.89  -0.044
H6 -0.05 -2.27 -0.30  0.366
H7 -0.94 -2.14 -1.80  0.357
H8 -2.58 -1.51 1.33  -0.268
H9 -3.50 -0.77 -0.96  -0.225
H10 -2.85 2.18 1.17  0.070
H11 -0.57 1.74 1.13  -0.046
Li1 3.83 0.58 0.12  0.961

---

C3H11IInNPS as an isolated structure, computed with ωB97M-V/def2-TZVPD.

- Charge: -1
- Gap between HOMO and LUMO: 7.491 eV

Last column: Mulliken charge in e.
Positions of all 19 atoms, in Å:
N1 3.70 -1.40 1.49  -0.789
P1 3.19 -0.87 0.07  0.080
In1 1.47 1.03 0.02  0.499
I1 2.46 2.85 -1.85  -0.495
C1 -0.48 0.30 -0.65  -0.867
C2 -1.65 0.79 0.20  -0.532
C3 -2.79 -0.20 0.35  -0.761
S1 -3.63 -0.58 -1.24  -0.257
H1 3.30 -0.83 2.23  0.236
H2 2.69 -1.93 -0.74  0.010
H3 4.26 -0.58 -0.82  0.017
H4 1.46 1.76 1.60  -0.335
H5 -0.62 0.57 -1.70  0.402
H6 -0.44 -0.80 -0.63  0.347
H7 -1.32 1.03 1.22  0.283
H8 -2.05 1.73 -0.20  0.311
H9 -2.41 -1.14 0.75  0.373
H10 -3.55 0.17 1.05  0.376
H11 -3.59 -1.91 -1.14  0.101

---

C3H11KNO4 as an isolated structure, computed with ωB97M-V/def2-TZVPD.

- Charge: +1
- Gap between HOMO and LUMO: 11.267 eV

Last column: Mulliken charge in e.
Positions of all 20 atoms, in Å:
K1 0.17 -1.86 -1.37  0.993
C1 -2.27 -2.43 1.15  -0.572
O1 -1.27 -3.26 0.52  -0.538
H1 -2.97 -2.12 0.38  0.263
H2 -2.88 -2.99 1.87  0.291
H3 -1.80 -1.57 1.62  0.249
H4 -0.63 -3.49 1.20  0.308
C2 2.14 -0.17 1.64  -0.661
O2 1.30 -0.02 0.47  -0.428
H5 3.13 -0.50 1.33  0.269
H6 2.17 0.80 2.15  0.286
H7 1.78 -0.98 2.28  0.253
H8 0.50 0.47 0.71  0.276
C3 0.39 3.08 -1.69  -0.655
N1 -0.33 1.98 -2.39  0.838
O3 -0.75 2.21 -3.49  -0.466
O4 -0.46 0.91 -1.80  -0.519
H9 0.83 2.65 -0.79  0.217
H10 -0.29 3.90 -1.51  0.292
H11 1.24 3.40 -2.29  0.302

---

A 2-piece molecular cluster, C3H11N overall, computed with ωB97M-V/def2-TZVPD.

- Charge: 0
- Gap between HOMO and LUMO: 10.561 eV
- SMILES string: CCN.C

Last column: Mulliken charge in e.
Positions of all 15 atoms, in Å:
C1 1.16 1.25 1.16  -1.014
H1 0.53 1.89 0.53  0.230
H2 2.20 1.59 1.11  0.307
H3 1.10 0.21 0.80  0.289
H4 0.81 1.29 2.20  0.272
N1 0.11 -1.51 0.22  -0.591
C2 -0.58 0.12 -1.47  -1.024
C3 -0.95 -0.57 -0.16  -0.479
H5 -0.13 -1.99 1.10  0.186
H6 0.19 -2.25 -0.49  0.220
H7 0.39 0.64 -1.35  0.286
H8 -1.35 0.85 -1.75  0.296
H9 -0.49 -0.63 -2.28  0.346
H10 -1.03 0.18 0.64  0.327
H11 -1.94 -1.06 -0.27  0.350

---

A 2-piece molecular cluster, C3H11N overall, computed with ωB97M-V/def2-TZVPD.

- Charge: +1
- Gap between HOMO and LUMO (spin up / spin down): 7.706 / 1.857 eV
- Multiplicity: 2

Last column: Mulliken charge in e.
Positions of all 15 atoms, in Å:
N1 3.72 5.75 -2.32  -0.146
H1 3.29 5.50 -1.42  0.379
H2 3.27 5.50 -3.21  0.384
H3 4.74 5.58 -2.40  0.384
C1 -1.17 -1.08 -0.05  -1.027
C2 -1.55 -2.46 0.45  -0.187
C3 -1.43 -2.59 1.98  -1.170
H4 -1.99 -0.41 0.23  0.285
H5 -1.01 -1.01 -1.12  0.304
H6 -0.31 -0.71 0.51  0.293
H7 -0.97 -3.32 0.10  0.258
H8 -2.55 -2.78 0.13  0.287
H9 -1.67 -3.60 2.32  0.333
H10 -0.36 -2.49 2.24  0.305
H11 -2.00 -1.88 2.57  0.319

---

A 2-piece molecular cluster, C3H11N2 overall, computed with ωB97M-V/def2-TZVPD.

- Charge: 0
- Gap between HOMO and LUMO (spin up / spin down): 5.015 / 10.203 eV
- Multiplicity: 2

Last column: Mulliken charge in e.
Positions of all 16 atoms, in Å:
C1 0.21 -0.10 -1.85  -0.830
C2 1.55 0.88 -1.76  -0.759
H1 -0.82 0.52 -1.61  0.286
H2 -0.09 -0.40 -2.83  0.354
H3 0.32 -1.06 -1.17  0.130
H4 1.23 1.77 -2.33  0.246
H5 2.38 0.40 -2.35  0.281
H6 1.76 1.19 -0.77  0.347
N1 -1.16 -1.29 2.57  -0.390
C3 -0.72 -0.59 1.56  -0.048
N2 -0.64 0.73 1.25  -0.349
H7 -1.64 -0.96 3.44  0.149
H8 -0.82 -2.15 2.81  0.171
H9 -0.36 -1.33 0.89  0.166
H10 -0.31 0.98 0.21  0.116
H11 -0.90 1.40 1.93  0.130

---

One molecule with the formula C3H11N2, computed with ωB97M-V/def2-TZVPD.

- Charge: 0
- Gap between HOMO and LUMO (spin up / spin down): 3.686 / 11.112 eV
- Multiplicity: 2

Last column: Mulliken charge in e.
Positions of all 16 atoms, in Å:
C1 -0.38 -1.21 -0.68  -1.038
C2 -0.48 -0.76 0.75  -0.779
C3 0.87 0.17 1.17  -0.637
N1 0.52 1.40 0.38  -1.034
N2 -0.51 0.10 -1.40  -2.279
H1 -1.19 -1.84 -1.19  0.744
H2 0.56 -1.55 -0.87  0.299
H3 -1.35 -0.15 0.85  0.407
H4 -0.45 -1.65 1.37  0.389
H5 0.94 0.25 2.27  0.283
H6 1.81 -0.32 0.87  0.341
H7 -0.14 2.06 0.74  0.497
H8 0.01 0.92 -0.87  0.459
H9 1.37 1.97 0.48  0.278
H10 -1.51 0.47 -1.55  1.089
H11 -0.17 0.05 -2.39  0.980

---

A 2-piece molecular cluster, C3H11N2 overall, computed with ωB97M-V/def2-TZVPD.

- Charge: +1
- Gap between HOMO and LUMO: 9.906 eV

Last column: Mulliken charge in e.
Positions of all 16 atoms, in Å:
C1 2.16 1.51 0.36  -0.798
N1 1.00 0.59 0.69  -0.313
H1 3.07 1.09 0.79  0.320
H2 1.91 2.45 0.87  0.375
H3 2.26 1.66 -0.71  0.306
H4 1.12 0.26 1.64  0.325
H5 0.14 1.15 0.66  0.369
H6 0.85 -0.11 -0.14  0.466
C2 -2.29 -1.31 0.40  -0.700
C3 -1.68 -0.59 -0.54  -0.083
N2 -0.37 -0.88 -1.07  -0.620
H7 -2.05 -2.36 0.55  0.232
H8 -3.27 -1.03 0.77  0.290
H9 -2.29 -0.01 -1.24  0.329
H10 -0.21 -1.88 -1.01  0.252
H11 -0.35 -0.55 -2.03  0.250

---

An isolated ion of composition C3H11N2 and charge +1, computed with ωB97M-V/def2-TZVPD.

- Charge: +1
- Gap between HOMO and LUMO: 11.479 eV
- SMILES string: C[NH2+]CCN

Last column: Mulliken charge in e.
Positions of all 16 atoms, in Å:
C1 -1.23 0.22 -0.74  -0.440
N1 -1.31 -1.24 -0.59  -0.598
C2 0.27 0.64 -0.76  -0.706
N2 1.00 -0.21 0.22  -0.109
C3 1.15 0.39 1.57  -0.918
H1 -1.69 0.51 -1.67  0.350
H2 -1.66 0.71 0.14  0.383
H3 -1.07 -1.70 -1.46  0.218
H4 -2.22 -1.56 -0.26  0.215
H5 0.68 0.40 -1.74  0.397
H6 0.37 1.70 -0.58  0.311
H7 1.93 -0.40 -0.13  0.350
H8 0.37 -1.06 0.25  0.483
H9 1.39 -0.38 2.30  0.351
H10 1.85 1.21 1.54  0.362
H11 0.19 0.77 1.92  0.351

---

An isolated ion of composition C3H11N2 and charge +1, computed with ωB97M-V/def2-TZVPD.

- Charge: +1
- Gap between HOMO and LUMO: 11.023 eV
- SMILES string: NCCC[NH3+]

Last column: Mulliken charge in e.
Positions of all 16 atoms, in Å:
C1 0.66 0.18 1.08  -0.549
C2 0.89 0.55 -0.37  -0.772
C3 0.40 -0.47 -1.37  -0.494
N1 -0.88 -1.05 -0.94  -0.613
N2 -0.85 0.64 1.39  -0.367
H1 1.20 0.79 1.79  0.373
H2 0.53 -0.86 1.33  0.398
H3 1.91 0.95 -0.42  0.407
H4 0.44 1.54 -0.56  0.365
H5 0.55 -0.30 -2.43  0.464
H6 1.03 -1.36 -1.24  0.325
H7 -1.01 -2.04 -0.79  0.210
H8 -1.61 -0.89 -1.63  0.231
H9 -0.77 1.65 1.29  0.358
H10 -1.38 0.33 0.56  0.331
H11 -1.10 0.32 2.31  0.332

---

A 2-piece molecular cluster, C3H11N2 overall, computed with ωB97M-V/def2-TZVPD.

- Charge: +1
- Gap between HOMO and LUMO: 10.596 eV

Last column: Mulliken charge in e.
Positions of all 16 atoms, in Å:
C1 1.53 1.91 -0.83  -0.787
C2 0.32 2.77 -0.17  -0.835
H1 1.11 1.19 -1.64  0.258
H2 2.35 2.45 -1.23  0.357
H3 2.08 1.23 -0.11  0.196
H4 0.16 3.75 -0.79  0.270
H5 0.44 3.22 0.85  0.275
H6 -0.66 2.41 -0.08  0.323
N1 0.19 -0.95 0.04  -0.248
C3 -0.46 -1.88 0.65  0.190
N2 -1.69 -2.31 0.43  -0.298
H7 -0.16 -0.09 -0.34  0.150
H8 1.17 -1.04 -0.13  0.277
H9 0.08 -2.35 1.47  0.336
H10 -2.18 -2.85 1.17  0.291
H11 -2.15 -1.95 -0.36  0.246

---

A 2-piece molecular cluster, C3H11N2 overall, computed with ωB97M-V/def2-TZVPD.

- Charge: +1
- Gap between HOMO and LUMO (spin up / spin down): 9.378 / 11.337 eV

Last column: Mulliken charge in e.
Positions of all 16 atoms, in Å:
C1 -0.82 0.31 1.12  -0.786
C2 1.36 0.38 0.55  -0.912
C3 -0.14 -1.27 -0.62  -0.744
N1 -0.12 1.11 -0.98  -0.889
N2 0.07 0.10 -0.03  0.538
H1 -0.53 -0.23 2.09  0.350
H2 -0.93 1.33 1.36  0.436
H3 -1.89 0.16 0.76  0.325
H4 1.36 1.37 0.95  0.414
H5 1.83 -0.24 1.31  0.410
H6 2.16 0.32 -0.16  0.387
H7 0.56 -1.66 -1.51  0.292
H8 0.06 -2.14 0.20  0.310
H9 -1.16 -1.14 -1.05  0.391
H10 -1.97 0.77 -2.12  0.142
H11 0.15 0.82 -1.86  0.336

---

A 2-piece molecular cluster, C3H11N2 overall, computed with ωB97M-V/def2-TZVPD.

- Charge: +1
- Gap between HOMO and LUMO: 10.892 eV

Last column: Mulliken charge in e.
Positions of all 16 atoms, in Å:
C1 0.81 1.22 1.83  -0.385
N1 0.72 2.13 0.90  -0.550
H1 -0.03 0.56 2.15  0.293
H2 1.68 1.27 2.58  0.294
H3 1.22 2.99 1.18  0.261
H4 0.07 0.86 -0.24  0.143
C2 -0.82 -1.82 -0.14  -1.045
C3 -0.04 -0.98 -1.20  -0.301
N2 -0.24 0.51 -1.12  -0.123
H5 -0.81 -2.87 -0.41  0.369
H6 -1.84 -1.44 -0.10  0.350
H7 -0.34 -1.68 0.86  0.273
H8 -0.50 -1.35 -2.15  0.369
H9 1.05 -1.31 -1.06  0.278
H10 -1.17 0.85 -1.27  0.386
H11 0.23 1.04 -1.82  0.388

---

A 2-piece molecular cluster, C3H11N2 overall, computed with ωB97M-V/def2-TZVPD.

- Charge: +1
- Gap between HOMO and LUMO: 11.508 eV

Last column: Mulliken charge in e.
Positions of all 16 atoms, in Å:
C1 -2.25 1.37 0.88  -0.352
N1 -1.26 0.84 1.44  -0.513
H1 -3.30 1.11 1.01  0.260
H2 -2.12 2.08 0.06  0.340
H3 0.40 -0.05 0.80  0.427
H4 -1.58 0.41 2.32  0.204
C2 0.01 -0.19 -1.33  -0.607
N2 0.59 -0.67 -0.01  -0.120
C3 2.10 -0.78 -0.12  -0.860
H5 0.78 0.35 -1.87  0.332
H6 -0.13 -1.10 -1.89  0.377
H7 -0.77 0.53 -1.11  0.103
H8 0.20 -1.58 0.19  0.343
H9 2.52 0.11 0.32  0.340
H10 2.40 -0.81 -1.14  0.380
H11 2.42 -1.64 0.46  0.346

---

An isolated ion of composition C3H11N2 and charge +1, computed with ωB97M-V/def2-TZVPD.

- Charge: +1
- Gap between HOMO and LUMO: 8.865 eV
- SMILES string: NCCC[NH3+]

Last column: Mulliken charge in e.
Positions of all 16 atoms, in Å:
C1 1.03 -0.93 0.28  -0.689
C2 -0.36 -0.44 0.62  -0.309
C3 -0.95 0.55 -0.40  -0.802
N1 -2.37 0.54 -0.51  -0.507
N2 1.96 0.27 0.01  -0.313
H1 1.01 -1.45 -0.67  0.384
H2 1.55 -1.50 1.04  0.369
H3 -0.39 -0.01 1.62  0.348
H4 -1.00 -1.32 0.66  0.307
H5 -0.66 1.58 -0.22  0.347
H6 -0.57 0.29 -1.40  0.436
H7 -2.86 -0.15 -1.04  0.200
H8 -2.91 0.88 0.27  0.189
H9 2.74 -0.02 -0.58  0.361
H10 1.44 1.00 -0.53  0.329
H11 2.34 0.71 0.85  0.350

---

C3H11N2 as an isolated structure, computed with ωB97M-V/def2-TZVPD.

- Charge: +2
- Gap between HOMO and LUMO (spin up / spin down): 11.779 / 4.496 eV
- Multiplicity: 2

Last column: Mulliken charge in e.
Positions of all 16 atoms, in Å:
C1 -3.16 -0.17 -0.45  -0.710
C2 -2.35 -0.18 0.87  -0.418
H1 -2.72 -0.82 -1.20  0.352
H2 -4.16 -0.48 -0.19  0.388
H3 -3.37 0.78 -0.85  0.369
H4 -2.50 -1.13 1.30  0.366
H5 -2.75 0.63 1.57  0.366
H6 -1.01 0.01 0.89  0.279
N1 2.97 -0.81 -0.90  -0.384
C3 2.43 0.08 0.00  0.491
N2 2.75 1.32 0.16  -0.238
H7 3.92 -0.80 -1.15  0.288
H8 2.66 -1.85 -0.88  0.305
H9 1.44 -0.26 0.36  0.034
H10 2.28 1.98 0.76  0.254
H11 3.58 1.70 -0.28  0.258

---

A 2-piece molecular cluster, C3H11N2 overall, computed with ωB97M-V/def2-TZVPD.

- Charge: +2
- Gap between HOMO and LUMO (spin up / spin down): 11.597 / 7.259 eV
- Multiplicity: 2

Last column: Mulliken charge in e.
Positions of all 16 atoms, in Å:
C1 -1.71 0.23 -1.99  -0.750
N1 -1.26 -1.05 -1.33  -0.132
H1 -1.88 1.05 -1.28  0.311
H2 -0.99 0.89 -2.64  0.333
H3 -2.55 -0.15 -2.69  0.367
H4 -0.54 -0.83 -0.72  0.105
H5 -0.80 -1.70 -2.00  0.447
H6 -2.06 -1.49 -0.81  0.432
C2 0.92 1.48 1.26  -0.782
C3 1.58 -0.70 1.67  -0.086
N2 0.90 0.00 0.80  0.034
H7 0.37 1.53 2.19  0.418
H8 0.38 2.18 0.60  0.310
H9 2.04 1.69 1.49  0.356
H10 1.69 -1.76 1.53  0.308
H11 2.18 -0.15 2.39  0.328

---

| no. | energy (eV) |
| --- | --- |
| 1 | -9538.5113 |
| 2 | -26671.0507 |
| 3 | -33616.1590 |
| 4 | -86826.2838 |
| 5 | -38179.3188 |
| 6 | -29286.5276 |
| 7 | -4779.1995 |
| 8 | -4769.0236 |
| 9 | -6265.6971 |
| 10 | -6265.0457 |
| 11 | -6261.9779 |
| 12 | -6263.1617 |
| 13 | -6262.4953 |
| 14 | -6262.1556 |
| 15 | -6255.9923 |
| 16 | -6261.5366 |
| 17 | -6261.9251 |
| 18 | -6262.7756 |
| 19 | -6247.4235 |
| 20 | -6247.1007 |